DFT (ωB97M-V/def2-TZVPD) results for one molecule with the formula C18H21F3N4O3.

Its structure (SMILES) is O=C1CN(C(=O)C[C@H]2C(=O)NCCN2Cc2ccccc2C(F)(F)F)CCN1. The LUMO energy is 0.6 eV. Its gap between HOMO and LUMO is 0.33079 Ha. As for the relative energy (zero: lowest compared OMol25 entry of this formula, charge and spin): 24.5 kcal per mole.

Geometry (Å):
F: -5.084 -1.047 1.267
F: -4.098 -0.484 -0.549
F: -3.627 0.519 1.296
O: 2.361 -1.666 1.963
O: 1.527 3.260 0.055
O: 0.980 -0.935 -2.751
N: 2.222 2.034 -1.680
N: 0.661 -0.532 2.884
N: 0.716 1.100 -3.698
N: -0.078 0.500 0.404
C: -1.058 -0.347 -0.256
C: -3.891 -0.695 0.766
C: 1.707 3.047 -2.586
C: 2.624 0.803 -2.322
C: -2.817 -1.715 1.031
C: -3.162 -2.835 1.782
C: 2.322 1.078 0.596
C: -0.514 1.194 1.593
C: 1.980 2.208 -0.355
C: -0.970 -3.729 1.458
C: -0.519 0.306 2.844
C: 1.373 0.194 -2.951
C: 1.258 2.419 -3.914
C: 1.467 -0.849 1.852
C: -0.634 -2.620 0.704
C: -1.527 -1.571 0.507
C: -2.233 -3.830 2.016
C: 1.253 -0.047 0.566
H: 2.474 3.806 -2.778
H: 0.809 -1.070 3.727
H: 0.499 3.047 -4.379
H: -1.513 1.595 1.429
H: -0.607 -0.695 -1.190
H: -4.161 -2.925 2.180
H: -2.505 -4.689 2.610
H: 0.340 -2.577 0.246
H: 1.455 -0.704 -0.283
H: 3.301 0.646 0.390
H: 0.161 2.041 1.740
H: 3.065 0.103 -1.618
H: -1.414 -0.330 2.858
H: -1.896 0.303 -0.510
H: 2.359 1.519 1.594
H: 3.363 1.027 -3.100
H: -0.168 0.838 -4.106
H: -0.245 -4.515 1.601
H: 0.871 3.535 -2.076
H: 2.112 2.356 -4.601
H: -0.539 0.932 3.741

DFT (ωB97M-V/def2-TZVPD) results for C18H21F4N5OS2Ti as an isolated structure in a non-equilibrium geometry.

The LUMO energy is 0.4 eV. Its gap between HOMO and LUMO is 0.29111 Ha.

Geometry (Å):
Ti: 0.482 1.245 0.304
S: -1.555 2.625 -0.488
S: 1.855 -0.859 -0.656
F: -1.278 -0.779 0.000
F: 1.174 -2.310 3.754
F: 0.474 -4.687 3.294
F: -2.118 -3.383 -0.465
O: 1.831 2.089 0.359
N: 0.295 1.674 -2.050
N: 0.302 -0.070 1.988
N: -0.029 2.500 2.161
N: 1.116 -3.222 -1.525
N: -0.161 -1.688 -2.341
C: -0.620 2.628 -1.955
C: -0.752 3.561 -3.054
C: -1.395 2.430 2.655
C: 0.878 1.909 3.142
C: -0.718 -2.915 -2.960
C: -0.073 -1.423 1.923
C: -0.927 -1.762 0.856
C: 0.436 3.954 1.966
C: -0.109 3.263 -4.261
C: 0.882 -1.926 -1.534
C: 0.660 2.128 -4.345
C: -0.836 -4.101 1.393
C: -0.037 -3.758 2.502
C: 0.153 -4.040 -2.308
C: 0.659 0.432 3.317
C: -1.314 -3.080 0.600
C: 0.893 1.397 -3.221
C: 0.303 -2.481 2.753
H: 1.431 0.460 -3.248
H: 1.890 2.033 2.799
H: -0.335 -4.718 -1.644
H: -0.643 -2.944 -4.064
H: 1.674 -3.693 -0.833
H: -0.369 4.421 1.399
H: 0.962 1.781 -5.300
H: 0.711 -4.574 -3.062
H: 0.538 4.530 2.904
H: -0.434 -0.710 -2.585
H: -1.779 -3.067 -2.757
H: -0.208 3.969 -5.081
H: 1.608 -0.014 3.607
H: 0.774 2.432 4.123
H: -0.996 -5.158 1.148
H: -1.733 1.357 2.623
H: -1.320 4.453 -2.906
H: -0.126 0.158 4.033
H: -1.411 2.963 3.593
H: 1.347 3.985 1.414
H: -2.051 2.984 2.033

DFT (ωB97M-V/def2-TZVPD) results for one molecule with the formula C18H21FN6O3 in a non-equilibrium geometry.

Its structure (SMILES) is CN(CCc1ccc([N+](=O)[O-])cc1)[C@@H]1N[C@H](c2ncncc2F)CC(=O)N1C. The LUMO energy is -0.1 eV. Its gap between HOMO and LUMO is 0.32112 Ha. As for the relative energy (zero: lowest compared OMol25 entry of this formula, charge and spin): 10.0 kcal per mole.

Geometry (Å):
F: 1.693 -2.088 0.902
O: -3.765 -4.282 -4.101
O: -2.025 -4.245 -5.221
O: -2.220 0.830 1.880
N: -2.650 -3.792 -4.365
N: -0.463 2.223 1.700
N: 3.497 -3.105 3.963
N: 1.653 0.988 1.305
N: 2.351 -1.101 4.369
N: 0.459 2.204 -0.384
C: -0.181 -0.146 2.348
C: -0.974 1.045 1.952
C: -0.789 -0.624 -3.648
C: 1.222 0.214 2.539
C: 2.271 -2.125 2.180
C: 0.142 0.971 -1.161
C: -2.156 -2.611 -3.740
C: -1.499 -0.234 -2.501
C: -2.692 -2.279 -2.536
C: 3.013 -3.161 2.755
C: 0.837 2.139 1.057
C: 1.376 3.140 -1.190
C: -2.448 -1.098 -1.898
C: -1.226 1.097 -1.878
C: 3.124 -2.049 4.794
C: 2.000 -1.099 3.042
C: -1.288 -1.748 -4.316
C: -1.320 3.456 1.570
H: -0.205 0.054 -4.151
H: -0.674 4.168 0.970
H: -0.984 -1.864 -5.315
H: -3.301 -2.981 -2.010
H: 2.338 2.641 -1.308
H: 0.938 0.821 -1.964
H: -1.924 1.368 -1.060
H: -0.625 -0.557 3.179
H: 1.428 3.101 1.306
H: 0.167 0.051 -0.526
H: 3.252 -2.159 5.830
H: -2.918 -0.975 -0.895
H: -1.204 1.959 -2.574
H: 2.669 1.321 1.415
H: 0.958 3.370 -2.214
H: 3.311 -3.991 2.139
H: -1.562 3.902 2.606
H: -0.206 -0.800 1.495
H: -2.148 3.162 1.003
H: 1.240 0.797 3.389
H: 1.509 4.092 -0.731

DFT (ωB97M-V/def2-TZVPD) results for C18H21IrN7O2SSe3 as an isolated structure.

The LUMO energy (alpha / beta) is -5.7 / -7.5 eV. As for the total charge: +2. Its gap between HOMO and LUMO (alpha / beta) is 0.24991 / 0.23191 Ha. Its expectation value of S² is 8.769. As for the multiplicity: 6. As for the relative energy (zero: lowest compared OMol25 entry of this formula, charge and spin): 1.2 kcal per mole.

Geometry (Å):
Ir: -0.712 0.573 -0.395
Se: -1.776 -1.450 -1.652
Se: -2.037 -0.039 1.607
Se: 6.492 2.715 2.130
S: -2.348 2.160 -1.345
O: -2.618 -5.292 0.695
O: -3.988 -1.484 0.051
N: 5.819 1.223 1.443
N: 4.933 3.561 2.076
N: 0.107 1.214 -2.857
N: -1.020 1.566 -3.604
N: 1.457 -0.072 -0.150
N: 0.535 2.386 0.482
N: -3.130 2.402 -3.832
C: 0.807 4.579 1.385
C: 4.555 1.444 1.193
C: -3.786 -2.667 0.821
C: 1.828 2.131 0.739
C: -2.285 -2.930 0.903
C: 2.671 3.088 1.312
C: -1.558 -1.930 1.818
C: -2.090 -4.315 1.562
C: -1.681 -3.027 -0.503
C: 4.102 -0.823 0.252
C: 3.669 0.455 0.606
C: 2.139 4.337 1.640
C: 2.329 0.800 0.391
C: 0.040 3.573 0.804
C: 1.889 -1.283 -0.495
C: -2.141 2.022 -3.031
C: 4.062 2.743 1.544
C: 3.199 -1.702 -0.310
H: -4.193 -2.538 1.829
H: 0.351 5.527 1.628
H: -3.048 2.414 -4.837
H: -1.020 -4.478 1.746
H: 5.136 -1.096 0.417
H: -2.602 -6.155 1.121
H: 0.504 0.364 -3.241
H: 1.155 -1.942 -0.940
H: 2.780 5.086 2.086
H: -1.009 3.733 0.588
H: 3.492 -2.699 -0.605
H: 0.799 1.957 -2.897
H: -4.931 -1.339 -0.084
H: -1.797 -2.153 2.858
H: -0.936 1.590 -4.612
H: -0.478 -2.017 1.690
H: -4.272 -3.524 0.352
H: -3.988 2.738 -3.426
H: -2.182 -3.818 -1.056
H: -0.623 -3.291 -0.431
H: -2.605 -4.318 2.530

Number 1: DFT total energy -39264.21903 eV. Number 2: DFT total energy -84162.76865 eV. Number 3: DFT total energy -36801.39632 eV. Number 4: DFT total energy -243229.88636 eV.